Molecular formula: C4H9BrO2P
Method: DFT, the ωB97M-V functional and the def2-TZVPD basis

Properties
SMILES string: CC(C)(C)[P@](=O)([O-])Br
M: 199.99 g/mol
highest occupied orbital energy: -0.1871 hartree
spin multiplicity: 1
total charge: -1
relative energy (zero: lowest compared OMol25 entry of this formula, charge and spin): 0.0 kcal per mole

XYZ file:
```
17
Properties=species:S:1:pos:R:3:forces:R:3
C 1.032 1.092 -0.227 1.496 1.636 0.671
C 0.145 -0.117 0.011 -2.696 0.946 -0.118
C 0.310 -0.687 1.412 0.947 1.906 0.358
C 0.280 -1.178 -1.067 0.303 3.879 -2.914
P -1.516 0.831 0.008 1.530 1.936 -5.467
O -1.519 1.862 -1.175 -0.210 -2.873 2.234
O -1.842 1.299 1.323 -0.632 1.037 3.460
Br -2.935 -0.841 -0.344 -0.894 -0.880 -0.448
H 0.892 1.822 0.682 0.596 -1.405 -1.494
H 2.036 0.578 -0.205 -0.228 1.310 -0.048
H 0.891 1.806 -1.144 0.023 -2.029 1.447
H 1.406 -0.650 1.554 -0.194 0.178 0.666
H 0.143 -1.739 1.317 -0.981 -0.641 0.748
H -0.272 -0.014 2.180 1.146 -1.875 -1.270
H -0.099 -2.125 -0.925 -0.946 -1.923 0.802
H -0.272 -0.712 -1.970 0.729 -0.978 1.039
H 1.319 -1.227 -1.430 0.011 -0.223 0.334
```
Forces are in eV/Å.

Molecular formula: C26H49ClFN4O2S
Method: DFT, the ωB97M-V functional and the def2-TZVPD basis

Properties
M: 536.22 g/mol
highest occupied orbital energy: -0.3773 hartree
spin multiplicity: 1
total charge: +1
relative energy (zero: lowest compared OMol25 entry of this formula, charge and spin): 0.0 kcal per mole

XYZ file:
```
84
Properties=species:S:1:pos:R:3:forces:R:3
C 5.739 -2.471 1.342 0.051 -0.418 -0.239
C 5.711 -1.895 -0.068 -0.385 0.350 -0.040
C 5.149 -0.454 -0.211 0.097 -0.257 0.372
C 5.076 0.361 1.084 -0.384 0.210 -0.027
C 4.926 1.866 0.827 0.227 -0.384 -0.519
C 3.540 2.259 0.310 0.161 0.252 0.368
C 2.550 2.599 1.430 0.254 -0.225 -0.585
C 1.280 3.231 0.869 0.081 -0.221 0.140
C 0.075 3.140 1.796 0.060 0.585 0.163
C -1.110 4.009 1.321 0.161 -0.398 0.046
C -2.456 3.268 1.206 -0.068 0.601 0.139
C -3.136 3.552 -0.130 0.141 -0.105 0.145
C -4.403 2.742 -0.408 0.255 0.299 -0.488
C -4.361 1.261 -0.288 -0.119 0.006 0.236
N -5.431 0.517 -0.011 0.063 0.202 0.266
C -6.765 1.024 0.234 -0.326 -0.042 -0.252
C -7.443 1.509 -1.060 -0.151 -0.124 0.140
F -6.864 0.888 -2.146 0.076 0.076 -0.033
C -5.100 -0.851 -0.034 0.222 -0.440 -0.852
N -5.959 -1.853 0.160 -0.319 0.855 1.551
C -6.417 -2.492 1.178 0.124 -0.546 -0.706
C -5.667 -3.675 1.715 -0.216 0.064 -0.102
C -7.719 -2.140 1.825 -0.147 0.046 -0.220
C -3.782 -0.881 -0.368 -0.103 -0.132 -0.039
Cl -2.848 -2.258 -0.640 0.106 -0.040 -0.096
N -3.340 0.425 -0.499 0.198 0.294 0.332
N -2.078 0.863 -0.893 0.028 -0.791 -0.387
C -0.960 0.250 -0.149 0.085 0.118 -0.013
C -1.991 0.885 -2.315 -0.052 0.150 -0.123
C -0.632 1.161 -2.889 -0.158 0.129 0.302
O -2.981 0.739 -2.980 -0.081 0.082 0.008
H 6.141 -3.484 1.288 0.081 -0.006 0.039
H 4.733 -2.566 1.755 -0.012 0.194 0.145
H 6.377 -1.915 2.024 -0.060 0.075 0.065
H 5.068 -2.551 -0.661 0.135 -0.074 -0.146
H 6.700 -1.945 -0.514 0.086 -0.059 0.137
H 4.140 -0.529 -0.621 0.001 0.168 -0.180
H 5.768 0.094 -0.924 -0.088 0.009 -0.142
H 4.193 0.031 1.642 0.159 -0.130 0.255
H 5.949 0.181 1.708 0.059 0.012 -0.003
H 5.657 2.121 0.055 0.106 0.139 0.095
H 5.194 2.435 1.718 -0.110 0.077 0.046
H 3.147 1.444 -0.302 -0.086 0.072 -0.125
H 3.637 3.140 -0.330 -0.061 -0.014 -0.103
H 3.064 3.295 2.093 -0.213 -0.048 0.290
H 2.318 1.680 1.974 -0.039 0.081 0.222
H 1.060 2.757 -0.096 -0.125 0.071 -0.064
H 1.481 4.284 0.658 -0.032 0.026 -0.117
H 0.401 3.511 2.770 -0.021 -0.166 0.112
H -0.235 2.105 1.950 0.061 -0.076 -0.048
H -1.212 4.845 2.011 -0.079 0.116 -0.079
H -0.849 4.443 0.353 -0.052 0.008 -0.064
H -3.106 3.650 1.997 -0.137 -0.280 0.085
H -2.327 2.200 1.384 0.016 -0.057 -0.088
H -2.417 3.448 -0.940 -0.017 -0.114 -0.058
H -3.438 4.600 -0.129 -0.010 0.041 -0.119
H -5.200 3.137 0.221 -0.101 -0.236 0.073
H -4.702 2.927 -1.447 -0.118 0.076 0.023
H -6.735 1.820 0.974 0.001 -0.001 0.056
H -7.346 0.201 0.634 0.155 -0.100 0.087
H -8.491 1.214 -1.037 -0.080 0.127 0.006
H -7.380 2.589 -1.179 0.139 0.018 -0.134
H -4.748 -3.306 2.178 0.071 -0.090 0.038
H -6.249 -4.254 2.425 0.089 0.010 0.134
H -5.392 -4.310 0.875 0.138 -0.012 0.017
H -7.532 -1.285 2.484 0.006 -0.039 0.103
H -8.134 -2.950 2.416 -0.025 -0.005 0.048
H -8.439 -1.815 1.077 -0.029 -0.009 -0.016
H -0.666 -0.714 -0.556 -0.032 -0.037 -0.020
H -0.105 0.916 -0.200 -0.013 0.119 0.170
H -1.256 0.119 0.887 -0.003 0.084 0.055
H -0.187 0.215 -3.197 0.075 0.009 -0.087
H -0.779 1.803 -3.751 0.080 -0.098 -0.136
H 0.022 1.653 -2.174 0.103 0.013 -0.049
C 7.031 -4.689 -2.996 -0.002 0.014 -0.085
S 7.456 -5.015 -1.281 0.032 -0.097 0.035
O 8.123 -3.796 -0.758 0.085 0.034 -0.017
C 8.766 -6.193 -1.627 0.002 -0.107 -0.065
H 6.244 -3.937 -3.001 0.002 0.009 0.026
H 7.909 -4.311 -3.520 0.016 0.009 0.031
H 6.669 -5.605 -3.460 -0.014 -0.001 0.009
H 9.524 -5.715 -2.248 -0.010 0.039 0.016
H 8.349 -7.065 -2.130 0.000 -0.009 0.015
H 9.199 -6.490 -0.675 -0.014 0.021 0.020
```
Forces are in eV/Å.

Molecular formula: C4H8O3
Method: DFT, the ωB97M-V functional and the def2-TZVPD basis

Properties
SMILES string: CO/C=C(\O)OC
M: 104.10 g/mol
highest occupied orbital energy: -0.2920 hartree
spin multiplicity: 1
relative energy (zero: lowest compared OMol25 entry of this formula, charge and spin): 71.0 kcal per mole

XYZ file:
```
15
Properties=species:S:1:pos:R:3:forces:R:3
C -2.494 0.458 -0.169 -0.251 0.162 -0.101
O -1.896 -0.795 0.156 0.060 -0.137 0.177
C -0.743 -0.475 0.871 0.290 0.399 0.152
C 0.427 -0.424 0.215 -0.262 -0.029 0.317
O 0.656 -1.207 -0.862 -0.151 0.122 -0.096
O 1.422 0.391 0.584 -0.053 -0.153 0.233
C 2.633 0.387 -0.158 0.287 -0.061 -0.071
H -3.410 0.286 -0.738 0.098 -0.135 0.060
H -1.801 1.082 -0.753 -0.144 -0.190 0.035
H -2.736 1.007 0.753 -0.035 -0.098 -0.175
H -0.883 -0.029 1.845 0.054 0.256 -0.041
H -0.016 -1.898 -0.747 0.148 0.048 -0.561
H 3.063 -0.614 -0.211 0.038 0.071 -0.001
H 2.485 0.772 -1.173 -0.064 -0.101 0.178
H 3.293 1.060 0.388 -0.015 -0.154 -0.107
```
Forces are in eV/Å.

Molecular formula: C2H3I3O2
Method: DFT, the ωB97M-V functional and the def2-TZVPD basis

Properties
M: 439.76 g/mol
highest occupied orbital energy: -0.3346 hartree
spin multiplicity: 1
relative energy (zero: lowest compared OMol25 entry of this formula, charge and spin): 10.5 kcal per mole

XYZ file:
```
10
Properties=species:S:1:pos:R:3:forces:R:3
C 0.602 0.882 -0.670 -1.581 -0.982 1.222
C -0.220 -0.241 0.151 -0.905 1.139 -0.062
O -0.751 0.314 1.300 1.530 2.182 -2.392
O 0.440 -1.400 0.349 3.175 3.107 -1.937
I 2.028 1.760 0.637 0.383 -0.037 0.077
I 1.423 -0.020 -2.403 -0.033 0.367 0.066
I -2.118 -0.908 -1.167 0.713 0.474 0.459
H -0.064 1.753 -0.866 0.337 -1.103 -0.277
H -1.169 -0.204 1.946 -0.817 -1.786 0.900
H -0.171 -1.935 0.722 -2.803 -3.362 1.943
```
Forces are in eV/Å.

Molecular formula: C21H18N3O2PtS
Method: DFT, the ωB97M-V functional and the def2-TZVPD basis

Properties
M: 571.54 g/mol
highest occupied orbital energy: -0.4096 hartree
spin multiplicity: 1
total charge: +1

XYZ file:
```
46
Properties=species:S:1:pos:R:3:forces:R:3
Pt -0.249 -0.044 0.444 0.126 0.596 -0.388
O 1.547 0.192 1.243 0.683 -0.429 -0.028
C 2.445 1.033 0.752 -0.345 -0.094 0.224
C 3.786 0.784 1.079 0.082 -0.067 -0.059
C 4.790 1.603 0.620 -0.006 0.051 0.015
C 4.510 2.732 -0.166 0.057 -0.064 0.036
C 3.205 3.018 -0.458 -0.054 0.013 0.002
C 2.151 2.188 -0.012 -0.062 0.045 -0.101
C 0.824 2.588 -0.372 0.075 0.113 0.142
N -0.262 1.961 -0.104 -0.344 0.151 0.118
C -1.561 2.400 -0.622 -0.033 -0.057 -0.100
C -2.275 1.163 -1.182 -0.087 0.237 0.283
N -2.166 0.158 -0.128 0.059 -1.093 -1.254
C -3.095 -0.680 0.191 -0.108 0.423 0.456
C -3.042 -1.453 1.385 0.102 -0.222 -0.175
C -4.084 -2.373 1.652 0.067 0.083 -0.069
C -4.146 -3.037 2.843 0.034 -0.003 0.081
C -3.168 -2.770 3.816 -0.026 -0.027 0.017
C -2.149 -1.876 3.591 -0.095 -0.007 0.086
C -2.043 -1.211 2.361 0.307 0.182 0.033
O -1.009 -0.384 2.239 -0.459 0.567 0.523
H 3.994 -0.086 1.688 0.026 0.018 -0.010
H 5.816 1.372 0.873 -0.005 -0.003 -0.001
H 5.308 3.364 -0.527 0.001 0.008 0.031
H 2.959 3.905 -1.032 -0.009 -0.031 -0.022
H 0.739 3.503 -0.961 -0.006 0.067 0.095
H -1.449 3.162 -1.394 0.098 0.028 0.027
H -2.139 2.822 0.201 -0.061 -0.056 0.005
H -1.794 0.803 -2.095 0.067 0.036 0.041
H -3.315 1.402 -1.405 -0.039 -0.087 0.045
H -4.002 -0.713 -0.411 -0.069 0.158 0.092
H -4.839 -2.537 0.892 0.016 0.015 -0.003
H -4.940 -3.742 3.041 0.012 -0.004 0.012
H -3.213 -3.282 4.769 -0.007 0.005 -0.011
H -1.402 -1.662 4.343 0.001 -0.047 -0.011
S 0.037 -2.316 0.226 -0.002 -0.402 0.108
C 0.757 -1.795 -1.266 0.063 -0.301 -0.077
C 1.352 -2.568 -2.259 0.011 0.057 -0.008
C 1.822 -1.920 -3.377 0.010 0.057 -0.038
C 1.708 -0.529 -3.485 0.036 -0.096 -0.054
C 1.126 0.171 -2.460 -0.051 0.013 0.132
N 0.656 -0.464 -1.372 -0.024 0.108 -0.241
H 1.429 -3.639 -2.135 -0.015 0.016 -0.005
H 2.280 -2.486 -4.178 0.011 0.011 0.015
H 2.070 -0.003 -4.356 0.006 0.000 0.016
H 1.029 1.245 -2.491 -0.041 0.033 0.018
```
Forces are in eV/Å.

Molecular formula: C15H35AgClN2O4
Method: DFT, the ωB97M-V functional and the def2-TZVPD basis

Properties
M: 450.78 g/mol
highest occupied orbital energy (alpha / beta): -0.4395 / -0.4638 hartree
spin multiplicity: 3
total charge: +1

XYZ file:
```
58
Properties=species:S:1:pos:R:3:forces:R:3
Ag -0.649 2.110 -0.669 -1.107 -1.176 -1.107
Cl -1.430 2.099 -3.092 0.303 0.033 1.210
C -1.055 -1.992 -2.706 -0.045 0.263 0.144
C -0.266 -2.501 -1.469 -1.204 -0.326 -1.135
C 0.585 -3.666 -1.997 -0.719 0.191 0.162
C 1.691 -4.159 -1.111 -0.003 -1.019 -0.905
C 2.590 -3.076 -0.627 -0.877 -0.483 0.021
C 1.780 -1.893 -0.011 2.392 0.086 -0.708
N 0.638 -1.478 -0.948 -1.235 3.942 2.372
O 0.009 -0.224 -0.640 2.568 -4.823 -0.839
C 2.969 -0.823 0.051 -2.007 0.322 0.367
C 1.278 -2.286 1.399 0.587 0.582 -0.753
C -1.271 -3.027 -0.403 0.943 0.146 0.628
H -1.759 -1.181 -2.521 0.034 -0.071 0.375
H -1.613 -2.844 -3.096 -0.069 -0.026 0.071
H -0.430 -1.642 -3.527 0.356 -0.021 0.198
H 0.945 -3.314 -2.964 0.346 -0.377 -0.072
H -0.095 -4.507 -2.135 -0.146 0.113 -0.453
H 2.251 -4.838 -1.755 0.301 -0.154 0.110
H 1.357 -4.814 -0.306 -0.382 0.229 0.180
H 3.236 -2.773 -1.451 -0.053 0.329 0.107
H 3.198 -3.588 0.119 0.355 0.758 0.323
H 3.686 -1.170 0.795 0.058 -0.126 -0.247
H 2.614 0.152 0.386 -0.070 0.034 0.017
H 3.433 -0.682 -0.926 -0.033 -0.195 0.095
H 0.913 -3.311 1.467 -0.648 0.320 -0.254
H 0.586 -1.485 1.660 -0.262 -0.485 0.587
H 2.132 -2.311 2.076 0.063 0.453 0.026
H -2.222 -3.412 -0.770 0.202 0.228 -0.432
H -1.458 -2.268 0.357 -0.181 0.088 -0.092
H -0.768 -3.850 0.105 -0.222 -0.096 0.203
C -3.570 0.821 2.406 -0.733 0.234 0.482
C -2.520 1.781 1.824 0.373 -2.063 1.023
C -1.120 1.217 2.222 -0.697 0.942 -1.410
O -0.105 2.065 1.578 -0.285 -0.014 0.298
C 1.202 1.838 2.068 0.987 -0.518 1.709
N -2.735 1.734 0.366 0.324 0.710 0.117
H -4.559 1.279 2.431 0.035 0.436 0.143
H -3.369 0.490 3.425 0.115 -0.091 -0.063
H -3.774 -0.030 1.757 0.615 -0.382 0.136
H -2.644 2.732 2.340 0.062 0.377 -0.773
H -0.999 0.215 1.810 0.026 -0.184 0.071
H -1.122 1.183 3.311 0.737 0.296 0.011
H 2.132 2.074 1.551 -0.842 0.001 -1.876
H 1.288 0.789 2.353 0.140 0.013 0.186
H 1.459 2.484 2.908 -0.929 -0.125 0.807
H -3.491 2.366 0.144 0.119 0.595 -0.399
H -3.185 0.841 0.221 0.399 -0.399 -0.570
C 1.205 4.362 -0.860 -0.725 4.240 0.662
C -0.256 4.990 -0.954 0.519 -1.299 -0.891
O -1.112 4.316 -0.057 -0.662 -0.087 0.621
O 1.328 3.037 -1.217 -0.343 -0.676 -0.067
H 1.510 4.611 0.156 0.292 -0.665 0.383
H 1.831 5.000 -1.484 0.053 -0.049 -0.281
H -0.616 4.747 -1.954 -0.135 0.157 -0.194
H -0.424 6.053 -0.783 1.176 0.110 -0.193
H -1.465 4.892 0.625 0.181 0.053 0.000
H 2.236 2.870 -1.480 -0.047 -0.352 -0.133
```
Forces are in eV/Å.

Molecular formula: C37H25N5O3W
Method: DFT, the ωB97M-V functional and the def2-TZVPD basis

Properties
M: 771.48 g/mol
highest occupied orbital energy (alpha / beta): -0.0199 / -0.0394 hartree
spin multiplicity: 3
total charge: -2
relative energy (zero: lowest compared OMol25 entry of this formula, charge and spin): 59.5 kcal per mole

XYZ file:
```
71
Properties=species:S:1:pos:R:3:forces:R:3
W -0.741 0.035 -1.152 -0.368 0.012 -0.317
O -1.906 1.572 4.036 -0.024 -0.025 0.275
C -1.978 0.250 4.258 -0.008 0.032 -0.031
C -2.297 -0.161 5.549 -0.016 -0.035 0.078
C -2.424 -1.504 5.855 -0.002 0.029 0.022
C -2.238 -2.459 4.865 -0.007 -0.044 0.030
C -1.908 -2.063 3.581 0.030 0.092 -0.089
C -1.754 -0.714 3.246 -0.035 -0.170 0.094
C -1.403 -0.280 1.882 0.108 0.079 -0.096
O -1.010 -1.106 0.889 -0.033 0.139 -0.056
N -1.474 0.986 1.616 0.094 -0.126 -0.175
N -1.102 1.394 0.359 0.006 -0.305 0.059
C -1.335 2.706 0.052 0.020 0.034 0.005
C -1.220 3.035 -1.320 -0.002 0.074 -0.050
C -1.371 4.340 -1.831 0.003 -0.024 0.040
C -1.256 4.568 -3.188 -0.003 0.053 -0.012
C -0.983 3.512 -4.056 -0.001 0.002 -0.055
C -0.822 2.221 -3.551 0.001 -0.016 0.092
C -0.928 1.947 -2.196 0.040 -0.129 -0.027
O -2.334 -0.359 -1.706 0.241 -0.003 0.157
H -1.728 1.666 3.059 0.014 0.116 -0.194
H -2.447 0.611 6.294 -0.003 -0.018 0.011
H -2.671 -1.801 6.868 -0.002 -0.003 -0.004
H -2.335 -3.514 5.090 -0.008 0.004 0.009
H -1.739 -2.789 2.793 0.038 -0.001 -0.012
H -1.646 3.391 0.831 0.049 -0.007 0.027
H -1.571 5.166 -1.155 -0.011 -0.013 0.009
H -1.374 5.575 -3.577 0.003 -0.008 -0.005
H -0.889 3.697 -5.121 0.008 -0.001 0.005
H -0.589 1.412 -4.236 -0.007 -0.001 -0.010
N 6.972 -4.812 -6.340 0.005 -0.007 -0.011
C 6.175 -4.279 -5.701 0.162 -0.107 -0.118
C 5.187 -3.622 -4.910 -0.176 0.124 0.180
C 4.551 -2.468 -5.384 0.033 -0.083 0.037
C 3.596 -1.840 -4.616 -0.058 0.031 0.055
C 3.223 -2.327 -3.350 0.041 -0.055 -0.092
C 3.900 -3.467 -2.882 -0.019 0.091 0.079
C 4.855 -4.109 -3.642 0.011 0.029 -0.147
C 2.188 -1.654 -2.565 -0.154 0.000 0.155
C 2.304 -0.215 -2.335 0.044 0.040 0.097
C 3.408 0.596 -2.594 0.029 -0.201 -0.033
C 3.158 1.843 -1.988 -0.010 0.131 0.088
C 1.920 1.748 -1.396 -0.059 -0.027 -0.052
N 1.380 0.507 -1.599 -0.034 0.043 -0.018
C 1.181 -2.375 -1.975 0.180 0.001 -0.025
C 1.006 -3.839 -1.899 -0.183 -0.037 0.047
C 0.005 -4.115 -1.060 0.180 0.009 -0.095
C -0.615 -2.849 -0.558 -0.052 0.008 -0.161
N 0.141 -1.812 -1.308 -0.045 0.234 -0.036
H 4.806 -2.081 -6.363 0.009 -0.009 -0.010
H 3.097 -0.955 -4.988 0.013 0.033 0.007
H 3.693 -3.817 -1.880 -0.022 -0.009 0.011
H 5.365 -4.982 -3.254 0.020 -0.005 -0.007
H 4.320 0.296 -3.086 -0.006 -0.038 -0.047
H 3.807 2.706 -1.978 -0.006 0.001 -0.002
H 1.358 2.505 -0.873 0.032 0.011 0.015
H 1.597 -4.565 -2.435 0.044 0.010 0.015
H -0.333 -5.101 -0.774 -0.021 0.016 -0.012
H -1.663 -2.801 -0.880 -0.028 0.019 0.052
C -0.547 -2.567 0.931 -0.124 0.010 0.165
C 0.795 -2.614 1.497 0.054 -0.009 0.006
C 1.526 -1.506 1.959 -0.029 -0.012 -0.005
C 2.787 -1.651 2.519 0.024 0.024 -0.001
C 3.384 -2.897 2.634 0.010 -0.005 -0.003
C 2.679 -4.009 2.178 0.012 -0.014 0.013
C 1.416 -3.872 1.640 -0.022 -0.086 0.024
H 1.125 -0.507 1.852 -0.040 0.021 -0.006
H 3.315 -0.763 2.848 0.013 -0.011 0.003
H 4.373 -3.003 3.066 -0.001 0.002 -0.001
H 3.115 -5.000 2.258 0.015 0.009 0.009
H 0.871 -4.759 1.331 0.035 0.080 0.046
```
Forces are in eV/Å.

Total energy: -3223.78872, -2347.51395, -382.85167, -1121.53289, -1643.07757, -1609.75587, -1991.55372 (hartree)